DFT (ωB97M-V/def2-TZVPD) results for a molecular structure, C42H64BaCl6F8N2O28S4 in a non-equilibrium geometry.

HOMO level: -9.4 eV
energy: -245806.8456 eV
orbital gap: 7.6 eV
LUMO: -1.75 eV
energy relative to the best compared isomer or geometry (same formula, charge and spin): 35.9 kcal/mol
2S+1: 1

```
155
Properties=species:S:1:pos:R:3:forces:R:3:mulliken_charge:R:1
Ba 2.547954 -1.837820 0.479362 0.27 0.83 0.24 0.9106
C -1.163678 -1.797293 -1.884496 0.77 -0.05 0.63 0.1135
F -0.723229 -3.015017 -1.507351 -0.32 0.23 -0.24 -0.2619
F -0.254915 -1.284818 -2.722470 -0.51 -0.18 0.03 -0.1514
F -2.352215 -1.891794 -2.461365 0.35 -0.18 -0.04 -0.1209
S -1.338828 -0.704020 -0.410345 0.82 -0.84 -0.42 -0.0778
O -1.886920 0.495636 -0.939719 0.06 0.36 -0.21 -0.1294
O -2.136575 -1.473127 0.506009 -0.14 -0.52 -0.07 -0.7890
N 0.250867 -0.625717 0.134261 -3.72 0.91 -1.54 -0.0566
S 0.179687 0.642065 1.109457 1.86 0.32 2.61 0.7037
O -1.060885 0.951576 1.728520 -0.95 -0.03 -0.79 0.0902
O 1.254837 0.406715 2.041616 0.75 0.11 -0.63 -0.9769
C 0.748331 2.110525 0.118761 0.94 -0.44 0.47 -0.0832
F 1.116899 3.044056 0.997972 -0.36 0.09 -0.20 -0.1417
F 1.864989 1.712998 -0.524420 -0.35 0.07 -0.18 -0.0459
F -0.112262 2.585347 -0.740009 -0.15 0.15 -0.10 -0.0669
N 5.025129 -0.914170 -0.048480 2.54 -0.36 -2.86 -0.3353
S 5.526719 0.572579 -0.363088 -0.83 4.97 2.40 0.7602
O 5.390101 1.128129 -1.661824 -0.01 -1.16 -0.66 -0.5700
O 6.660347 0.947908 0.411038 0.45 -0.66 -0.09 -0.6574
F 4.355312 1.348544 0.414840 -0.25 -0.72 0.07 -0.1989
S 6.120304 -1.674158 -1.123130 -1.08 -3.74 0.16 0.9055
O 7.460178 -1.829832 -0.705748 0.18 0.87 0.67 -0.6133
O 5.843322 -1.579697 -2.505549 -0.34 0.84 -0.26 -0.5454
F 5.492700 -3.131265 -0.773856 -0.17 0.05 0.33 -0.2863
Cl -1.505449 -6.597842 -3.283845 0.20 0.06 0.07 -0.2092
C -2.218017 -5.154784 -4.023383 -0.47 0.39 -0.77 -0.0434
C -3.535534 -4.747575 -3.382812 0.44 -0.03 -0.45 -0.1108
Cl -4.927461 -5.630222 -4.057393 -0.02 -0.15 0.00 -0.2050
H -2.365635 -5.350324 -5.085928 -0.13 -0.27 0.12 0.4047
H -1.539713 -4.300004 -4.039837 0.27 -0.24 0.60 -0.0930
H -3.681253 -3.702244 -3.641313 -0.20 0.03 0.31 -0.0769
H -3.518275 -4.939207 -2.315931 -0.06 0.27 0.10 0.3363
Cl -5.140300 4.135699 3.233977 -0.16 0.06 0.00 -0.2263
C -5.184226 3.069239 1.811090 0.14 -0.04 -0.41 -0.5396
C -3.810916 2.526721 1.504325 -0.47 -0.91 -0.09 0.8856
Cl -2.738873 3.821265 0.938209 0.19 -0.06 -0.07 -0.1582
H -5.526202 3.618911 0.935154 -0.09 0.31 0.23 0.4284
H -5.901024 2.273930 1.991444 0.15 -0.14 0.27 0.2913
H -3.901677 1.765654 0.724642 0.07 0.31 -0.26 0.0749
H -3.378032 1.971003 2.330873 0.17 0.43 0.23 -0.6703
Cl 2.950917 7.385921 -0.617953 -0.09 0.04 -0.11 -0.2027
C 2.572117 5.700676 -0.213091 -0.26 -0.53 0.58 -0.1011
C 3.815889 4.948552 0.211031 0.38 0.52 -1.01 -0.0159
Cl 4.894540 4.657656 -1.201908 -0.07 -0.07 0.01 -0.2065
H 2.047203 5.230080 -1.039934 0.18 0.06 -0.19 0.2467
H 1.886017 5.701938 0.636474 0.02 0.19 -0.03 0.0523
H 3.613165 3.962873 0.612623 -0.13 0.10 0.31 -0.2356
H 4.395773 5.609560 0.847284 -0.03 -0.37 0.45 0.4726
C 1.294074 0.900192 5.950309 0.36 -0.16 -1.33 -0.1833
O 0.063287 0.250006 6.111572 -0.29 -0.11 1.00 -0.6149
C -0.865475 0.298105 5.021412 1.34 -0.04 0.44 0.2315
C -1.296279 1.700078 4.662000 0.14 0.38 0.74 -0.6245
O -0.282646 2.431512 3.996884 -0.11 -0.31 -0.43 0.0952
C -0.631440 3.798979 3.905185 0.43 -0.09 0.34 -0.6616
H 1.977832 0.733971 6.781042 -0.46 -0.15 0.38 0.4305
H 1.173970 1.968997 5.768338 0.10 0.01 0.10 0.2104
H 1.793713 0.463124 5.064243 -0.05 0.30 0.03 -0.2554
H -1.691689 -0.276793 5.434179 -0.30 0.06 -0.43 0.1990
H -0.378182 -0.232514 4.189645 -0.42 0.19 -0.25 -0.3084
H -1.466681 2.242264 5.606462 -0.38 -0.27 0.05 0.7280
H -2.243654 1.661356 4.112138 0.12 0.12 -0.20 0.0302
H -0.512378 4.280878 4.887481 -0.36 -0.04 -0.01 0.2991
H -1.648268 3.902950 3.525908 0.00 0.27 -0.01 0.2441
H 0.090429 4.290649 3.254032 -0.14 -0.13 -0.24 0.0352
C -2.104838 7.304225 -7.828766 -0.50 1.07 -0.94 -0.7760
O -2.060240 6.933207 -6.497771 0.55 -0.06 0.50 -0.3132
C -3.244392 6.376362 -6.003445 -0.09 -0.10 -0.54 -0.5908
C -3.027687 5.941633 -4.586411 -1.02 0.20 -0.38 -0.4637
O -2.241696 4.782395 -4.535837 0.30 -0.40 0.35 -0.4887
C -1.982507 4.407585 -3.187930 0.42 -0.23 0.08 -0.7843
H -2.963645 7.966233 -8.048563 -0.10 -0.28 0.17 0.3042
H -2.152597 6.473536 -8.541344 0.10 -0.18 0.19 0.2958
H -1.250878 7.943181 -8.054240 0.28 -0.36 0.11 0.2620
H -3.559426 5.530512 -6.631209 0.01 -0.06 0.10 0.3181
H -4.054383 7.119737 -6.031234 0.00 0.01 0.05 0.3909
H -4.036502 5.724960 -4.199221 0.15 0.07 0.33 0.3327
H -2.603761 6.793748 -4.044777 0.20 -0.25 0.23 0.4281
H -1.282218 3.575924 -3.158274 -0.01 0.02 -0.38 0.1356
H -2.896247 4.047236 -2.700162 -0.02 0.39 0.18 0.3677
H -1.502493 5.235541 -2.658903 -0.36 0.06 0.19 0.5220
C 2.908821 -1.184810 -3.316667 0.03 0.06 -1.03 -0.7495
O 2.950878 -2.239803 -2.383218 0.42 -0.21 0.88 0.5661
C 2.606375 -3.513882 -2.877215 -1.33 -0.44 0.75 -0.4390
C 2.923053 -4.573473 -1.835880 1.09 0.06 -0.86 -0.8655
O 2.294418 -4.172566 -0.627695 0.09 -1.05 -0.01 0.7886
C 2.105220 -5.288644 0.220201 -0.48 -0.53 0.96 -0.7155
H 3.454754 -0.327674 -2.931503 -0.02 -0.04 0.22 0.2104
H 1.884807 -0.908193 -3.580159 -0.01 0.01 0.17 -0.0216
H 3.404628 -1.499076 -4.240780 0.09 0.08 0.05 0.3417
H 3.027437 -3.755416 -3.853418 0.19 0.17 0.02 0.5268
H 1.504170 -3.562602 -2.903843 0.09 0.11 -0.68 -0.0947
H 4.000850 -4.721398 -1.692508 -0.06 0.40 0.23 0.2438
H 2.589240 -5.561773 -2.170035 -0.55 0.22 -0.02 0.4956
H 1.811028 -4.935175 1.207260 -0.10 0.20 -0.10 -0.1174
H 3.003736 -5.891333 0.387236 0.17 0.21 -0.38 0.3053
H 1.308092 -5.953578 -0.125202 0.07 0.14 -0.32 0.3092
C -0.509016 -3.425849 2.429475 0.01 -0.32 0.69 -1.0006
O 0.626970 -2.579536 2.436747 0.12 0.43 -0.36 1.4417
C 1.382221 -2.574275 3.616568 1.51 -0.83 0.90 0.0472
C 2.452308 -3.669471 3.549104 -1.12 -1.53 0.10 -1.4869
O 3.271970 -3.451096 2.412766 0.41 0.11 0.40 0.8805
C 4.441668 -4.254123 2.397829 0.24 -0.65 -0.43 -1.2341
H -0.985427 -3.299869 1.465261 -0.11 -0.05 0.00 0.0537
H -1.183201 -3.156259 3.249944 -0.10 0.22 -0.20 0.2840
H -0.251049 -4.477985 2.606780 0.15 0.04 -0.24 0.4107
H 0.790104 -2.708580 4.526910 -0.21 0.02 -0.16 0.6553
H 1.969979 -1.660316 3.745026 -0.61 0.44 -0.44 -0.5360
H 1.980115 -4.663518 3.406375 -0.17 0.25 -0.11 0.3074
H 2.990308 -3.859921 4.485388 0.38 0.86 -0.11 0.4649
H 4.882029 -4.267911 1.397129 -0.07 0.56 0.01 0.2249
H 4.203993 -5.313064 2.555962 -0.14 0.14 0.49 0.4745
H 5.177514 -3.879715 3.105519 0.00 -0.12 0.11 0.2965
C -4.370284 -2.953255 2.840283 0.61 -0.12 -0.64 -0.2381
C -4.462318 -1.621077 2.962055 -0.81 -0.17 -0.11 0.4147
C -5.786015 -0.964080 3.330075 -0.31 -0.26 0.47 0.5026
O -5.875866 0.234180 3.459037 0.18 0.09 -0.17 -0.5766
C -6.944752 -1.856433 3.460696 0.10 0.06 -0.28 -1.0037
C -6.797411 -3.179093 3.377574 -0.22 -0.68 0.05 0.2602
C -5.480115 -3.854421 3.089840 0.25 1.68 -0.18 0.4955
O -5.421601 -5.050635 2.988004 -0.22 -1.08 -0.04 -0.6270
O -7.823862 -4.024426 3.499638 -0.30 0.13 -0.13 -0.5636
O -3.518058 -0.767190 2.655608 0.44 0.79 -0.26 0.1675
H -3.487613 -3.330529 2.329129 -0.01 -0.34 0.43 0.3616
H -7.938771 -1.434354 3.511976 0.09 0.18 0.31 0.4440
H -7.544943 -4.902114 3.191519 0.25 -0.02 0.20 0.3506
H -2.924169 -1.060425 1.922554 -0.12 -0.04 0.47 0.2734
C -4.340267 0.789349 -6.786827 -0.76 -0.25 0.60 -0.8905
C -3.645957 1.513378 -5.899584 0.58 0.66 -0.39 0.4104
C -2.470981 0.941741 -5.162802 -0.54 -1.66 -0.11 0.7696
O -1.734483 1.580512 -4.458515 0.07 0.80 0.09 -0.4581
C -2.346594 -0.518800 -5.266992 0.52 -0.03 0.58 -0.9071
C -3.130998 -1.279012 -6.020282 0.03 0.02 -0.50 0.1660
C -4.191786 -0.663602 -6.881919 -0.09 1.22 0.41 0.9699
O -4.929014 -1.363925 -7.531387 -0.09 -0.77 -0.37 -0.6070
O -3.012392 -2.608325 -6.083575 -0.08 -0.15 -0.05 -0.4995
O -3.918238 2.794263 -5.710486 0.03 0.10 0.47 -0.4317
H -5.252593 1.254812 -7.141324 0.14 -0.21 -0.57 0.4182
H -1.620472 -0.980307 -4.618027 0.23 0.06 -0.14 0.5454
H -3.649435 -2.925632 -6.749175 -0.13 0.08 0.05 0.3146
H -3.304113 3.185593 -5.049480 0.17 0.20 -0.36 0.2580
C 7.153563 -0.416925 4.169334 0.07 -0.36 0.59 -0.4984
C 6.175037 -0.740454 3.321006 0.14 0.03 -0.14 0.3065
C 4.822954 -0.103894 3.398842 -0.46 0.67 0.93 0.2989
O 3.902975 -0.413750 2.664013 0.21 -0.71 -0.62 1.0239
C 4.603508 0.865672 4.461196 0.04 -0.01 0.02 -1.1328
C 5.586517 1.196150 5.299655 0.21 -0.37 0.02 0.0716
C 6.961815 0.589399 5.215411 0.26 0.11 -1.10 0.4259
O 7.858250 1.019225 5.906525 -0.17 0.00 0.33 -0.5857
O 5.372315 2.027265 6.301091 -0.32 0.92 0.36 -0.5226
O 6.355326 -1.686231 2.407086 -0.17 -0.21 -0.19 -0.5636
H 8.082454 -0.969896 4.129111 0.15 0.27 -0.04 0.5109
H 3.633248 1.321816 4.597437 -0.05 -0.05 -0.33 0.6226
H 6.171064 2.533538 6.509403 0.26 -0.42 0.22 0.3358
H 5.701773 -1.561821 1.692399 0.06 0.08 -0.05 0.0509
```
Positions in Å, forces in eV/Å.